A structure of composition C27H69N3O9S3, computed with ωB97M-V/def2-TZVPD.

```
111
Properties=species:S:1:pos:R:3
H 1.03620 1.07690 5.45330
C 0.93080 -2.52982 -1.63997
H 3.01712 -0.83088 2.13414
H -3.66056 -1.99457 -1.89874
S -2.78136 -0.44249 -4.99141
C 1.20054 1.21460 4.38460
C -4.62419 -1.70141 -1.48213
H 2.72211 2.66272 -2.79196
H -3.20568 1.91760 -2.44202
H 1.25917 4.88528 1.78578
C -1.17112 4.16035 4.15093
H -4.83027 -0.24960 -3.67072
S 2.47172 1.51088 -0.52709
H -1.31359 2.72760 1.85965
C -1.79915 2.10620 -0.20855
H -2.56905 0.70103 1.05524
H -4.58107 -1.74402 -4.28360
C 3.95123 -1.69148 0.40591
H -0.67471 0.20750 3.17831
H -5.99197 1.42466 -1.39054
H 3.14354 -5.46580 0.15473
H 2.74587 2.14990 3.20065
H -3.82351 1.81095 0.43344
C -0.27909 3.21825 4.87844
H 3.73299 -4.16258 0.98127
H -4.11227 0.40501 -2.83817
O -2.35153 0.87049 -4.47945
H -0.14051 -2.69998 -1.53304
O 3.27975 2.69640 0.21082
C 5.08278 -5.00838 -0.34891
O 1.03439 1.72309 -0.54399
H -3.58612 -1.39018 -2.91891
H 0.82581 3.23293 1.35554
H -0.46791 0.04855 0.50776
H 0.74452 -2.43860 -4.50582
H -1.94708 -0.55173 -1.26375
H -1.51626 1.08662 1.16978
O -0.44764 -0.96205 2.82805
C -1.25784 -1.35712 -1.01003
H 3.32865 4.80379 0.53350
C -5.19652 2.01645 -1.84348
O 0.49127 -1.76121 0.55726
H 1.17804 0.18359 4.03158
H 0.52859 -0.13735 -0.95331
S 0.75553 -1.59154 2.23071
C 3.70837 -4.55329 -0.03600
C -2.98879 1.16450 0.16242
H 3.21977 -1.53578 -1.56149
H -0.79892 2.76146 5.72059
C 2.69259 3.92641 0.41631
H 1.25044 -2.62454 -2.67774
H 4.17762 1.58514 -2.41303
C 2.54396 1.97926 4.25811
H 5.36687 -5.54422 0.55677
H -0.90325 1.50779 -0.37396
O 1.41920 -2.76766 2.78175
C -3.90618 1.16358 -2.08305
H -5.00233 -2.61841 -1.03023
H -1.61964 2.68414 0.69802
C -4.30687 -0.61156 -0.43823
H 3.32915 1.40096 4.74507
O 3.01062 0.23883 -0.02387
C 3.80513 -2.26344 -0.99937
H 0.52925 3.75897 5.37070
H -0.40282 -3.60840 -4.13097
H -1.27675 5.08217 4.72293
C 1.63460 -3.52408 -0.71275
N -3.42181 0.43748 -0.97408
H -0.90661 -1.81644 -1.93402
H 4.38944 -0.69346 0.40297
H 2.04950 0.39801 1.45220
H 1.18185 -1.49771 -1.39538
C 1.66016 3.88751 1.60754
C 3.11111 1.77533 -2.29264
C 0.06014 -2.71832 -3.70490
H -2.19769 3.80198 4.22718
H 0.01486 1.56782 1.32875
H 2.47729 2.95670 4.73588
O -1.56578 -1.57939 -4.65425
C -0.07941 -0.66525 -0.21864
H 5.79425 -4.20111 -0.52275
H 2.06055 0.07681 3.29737
N 3.08083 -3.56553 -1.00405
H -5.22878 -0.18996 -0.03767
H -5.04868 2.89240 -1.21185
H 4.74600 -2.20228 -1.54629
O -3.10025 -0.62513 -6.39471
H 2.17975 3.54700 2.50318
H 2.10810 4.20426 -0.46077
H 1.32312 -3.38084 0.32194
H -5.28841 -1.37377 -2.28185
H -5.56595 2.38781 -2.79937
H -0.58436 -0.65979 -3.07529
H -0.84686 4.40423 3.13925
C -4.00335 -0.94357 -3.82143
H -1.86721 1.45630 3.85620
C -0.93228 1.70652 1.85008
H 4.60869 -2.29113 1.03540
C 2.06962 -0.31190 2.27908
H 1.21086 -4.51824 -0.85478
H -1.72361 -1.92446 -2.69561
N 0.07186 2.01475 3.99852
H 2.98953 -1.53035 0.89300
C -0.94874 1.25487 3.30491
H 2.70270 0.85471 -2.70949
H 5.16631 -5.62617 -1.24304
H -3.87085 -1.09141 0.43797
H -2.17172 2.68659 -1.05261
H 0.60940 -3.08959 -2.83970
C -0.94054 -1.63819 -3.39772
H -1.98674 -1.90917 -0.41669
```

orbital gap: 7.27 eV
E_HOMO: -7.1 eV
charge: 0

Results of the Löwdin charge analysis, in e, for atoms 1 through 4:
1 H 0.118
2 C -0.162
3 H 0.061
4 H 0.045

A cluster of 8 separate species, C27H70BrClNO9P in total, computed with ωB97M-V/def2-TZVPD.

```
110
Properties=species:S:1:pos:R:3
H -1.57483 -0.10523 6.68194
H -0.20975 0.39797 -2.52888
H 0.48993 5.30710 -4.02743
O -1.23794 -2.05729 6.38191
H 3.66027 5.44986 0.30639
H -0.20833 -4.83069 -5.06335
Br -1.50268 0.01567 2.67784
O -3.14220 -0.83011 -3.31942
O -0.65035 0.75237 -0.61069
C 5.14918 7.20388 -1.26514
H -0.89884 -1.07641 8.83952
H -3.23906 -3.95331 0.17338
H 0.86190 8.15358 -2.99038
C 4.00396 7.49125 -0.30684
C -2.56117 -1.06896 1.45218
C 1.17579 7.29082 -3.58553
H 5.01390 7.28014 1.34760
H 3.61462 0.70550 4.56386
H -1.21101 -2.68571 1.88076
H 2.75827 2.24864 4.73252
H -0.63706 -7.10032 -6.03923
H -1.57958 -1.74068 -2.49567
H 1.61051 -5.87909 -6.42986
C -1.93806 -1.13672 8.51772
H 2.80495 -1.32889 5.94275
H -3.61302 -0.77885 -4.15720
H 0.40521 -4.61616 1.69819
H 0.88627 -4.00811 -0.85212
H -2.64901 0.88489 -2.39962
H 0.19667 1.10721 5.57050
H -3.91388 -2.06629 6.77979
H -0.05482 -2.68843 -1.53986
O 2.28483 -1.25361 1.92294
H -1.59588 7.46274 -3.46145
C -1.05021 -1.22827 -4.50331
H -0.70618 -0.22829 -4.24017
C -0.55728 1.25884 -1.94965
H -2.28968 2.53273 -1.85548
H -2.88726 -3.02857 2.28460
H -3.22644 -3.49851 -3.04221
O 0.78553 1.35548 6.29118
H -1.48618 -4.38810 -1.37572
C 0.32928 -5.70569 -4.69038
C 1.85384 -0.81374 6.08709
H -0.27890 6.46542 -1.59644
H -3.04515 -3.15811 -4.76800
H 5.77144 6.39442 -0.87268
H 1.44048 2.01590 -1.65947
H -4.07394 -0.31225 6.93440
H 4.77729 6.89418 -2.24320
H -0.18520 -1.89102 -4.56653
H -3.48643 -1.01745 5.41789
H 2.66594 1.01250 6.87267
H -0.97010 1.45640 -0.03489
P 2.24681 -1.94854 0.46543
C 0.13925 6.18469 -3.47946
C -2.02980 -1.04378 7.00407
H 0.01247 -7.83276 -4.56814
H 2.13877 6.94884 -3.20631
H -1.68920 -3.83566 -3.84629
C 1.69795 -5.76061 -5.34904
C -2.53021 -3.14274 -3.80277
C 0.47397 2.36731 -2.02176
H 5.77374 8.08757 -1.39269
H 0.12935 -1.48875 0.42096
H -1.60442 -2.90680 6.64698
H 1.42328 -1.12721 7.03730
H 1.99332 0.88892 3.89516
Cl 3.03381 -3.85789 0.88029
C 2.02970 0.69387 6.04375
H -0.17447 -6.30174 1.83230
H -1.93257 5.79197 -3.94195
C -1.21428 6.60724 -4.02618
H -3.60171 -0.83390 1.67054
C -2.23881 -2.56112 1.53663
C 2.64016 1.16508 4.73374
C -1.18388 -4.05689 -0.37378
H -2.62998 -2.50348 -0.59269
H -1.47383 -6.87571 -4.49284
H 0.16162 3.21959 -1.41456
H -1.14183 6.90259 -5.07363
C -2.05259 -1.73743 -3.48011
H 2.26031 -4.85067 -5.14114
H -1.51465 -1.18404 -5.49290
H 1.30692 7.62507 -4.61532
C -0.49585 -6.95095 -4.96806
H -2.35489 -2.08826 8.86172
H 1.55568 -1.55261 2.48194
O 4.48890 7.97781 0.94310
H 3.41528 8.32536 -0.69672
H 2.27897 6.52198 0.55740
C -1.92154 1.69542 -2.45567
C -2.38875 -3.26184 0.16739
H 1.16710 -1.13448 5.29865
H 0.92379 -6.20071 -2.89766
H -2.49665 -0.33144 8.99643
O 0.44324 -5.46387 -3.28862
H -1.23059 -4.96021 2.34159
H 2.67444 5.95789 -1.07055
H -1.86059 2.03288 -3.49154
C 0.10642 -3.27416 -0.62248
H -2.28487 -0.64632 0.48498
C -0.47047 -5.27339 1.61247
C 3.09894 6.28593 -0.12124
O -0.98455 -5.28397 0.29529
C -3.46375 -1.10769 6.50430
N 0.58523 -2.40177 0.46439
H 0.59228 2.72399 -3.04600
H 2.26626 -6.61106 -4.96177
O 0.02717 5.72584 -2.13168
```

orbital gap: 9.11 eV
E_HOMO: -8.6 eV
SMILES: CO[C@@H](CCCBr)CNP(O)Cl.CC(C)O.CC(C)O.CC(C)O.CC(C)O.CC(C)O.CC(C)O.CC(C)O
charge: 0

Results of the Löwdin charge analysis, in e, for atoms 1 through 4:
1 H 0.122
2 H 0.108
3 H 0.133
4 O -0.066